Formula: C28H54BN3O9
Source: the Open Molecules 2025 dataset
Level of theory: ωB97M-V/def2-TZVPD

Calculated values
HOMO energy = -8.807 eV
Calculated total energy = -53476.5366 eV
SMILES = Cc1cccc(C[C@@H](C#N)[C@@H](C#N)B(N)O)c1.COCCOC.COCCOC.COCCOC.COCCOC
LUMO level = 0.039 eV

```
95
C28H54BN3O9, DFT ωB97M-V/def2-TZVPD
H 2.656 -4.850 -1.393
H 4.204 5.039 -5.428
C -7.007 2.590 1.973
H 1.284 4.401 -7.229
C -1.542 1.273 2.394
O -1.650 1.126 -1.866
C -2.357 2.569 1.926
C -2.471 -1.120 -2.335
H -10.048 2.193 0.073
H -4.638 5.958 0.640
C -6.870 1.691 3.319
C -7.085 4.115 2.470
H 0.638 -4.514 1.433
H -0.782 1.074 -3.767
H 10.264 -8.421 4.161
C 3.344 4.685 -6.001
H -2.119 -1.474 -1.360
C 0.918 4.907 -3.498
C 2.034 -4.907 -0.497
H -1.205 1.311 3.492
H -0.182 -2.598 -2.314
H 2.341 -1.980 1.879
H 9.311 -7.820 2.771
H 0.151 5.466 -2.953
H -7.597 0.368 0.386
O 7.352 -6.058 2.688
C -2.782 0.372 -2.295
H -5.770 5.792 3.204
C -0.987 1.767 -2.948
C -1.912 3.346 0.646
H 0.479 -1.673 -3.678
O -1.526 -1.425 -3.360
H 0.945 6.113 -7.525
H -1.594 2.602 -3.312
O -8.373 0.575 0.964
H -0.037 2.161 -2.582
H 9.184 -9.516 3.274
H -2.444 5.130 -0.771
H 0.059 6.382 -5.205
C -4.029 5.045 1.007
O 2.477 5.788 -6.225
O 3.055 -3.864 2.421
H 1.249 4.072 -2.878
C 1.973 -2.968 2.176
H 6.711 -8.024 2.382
H -0.633 1.034 1.742
H 1.776 5.555 -3.696
H 0.085 -0.835 -2.166
H -3.142 0.725 -3.268
N -7.959 5.881 0.497
C -5.696 4.635 3.167
C -3.587 2.990 2.798
H 9.138 -6.324 4.683
C -2.757 4.585 0.190
H 1.434 -2.854 3.122
H 4.975 -4.270 1.841
H 0.155 -2.856 1.045
H 5.570 -6.736 1.890
O 1.626 -3.590 -0.156
O 0.368 4.381 -4.699
H -1.001 3.049 0.029
H -7.874 4.157 3.306
N -6.906 1.091 4.371
C 6.624 -7.026 1.945
C 1.214 5.385 -6.753
H 1.157 -5.523 -0.720
H 6.094 -6.601 4.263
C 0.135 5.395 -5.675
H 3.701 4.292 -6.959
C 7.060 -6.115 4.084
H 4.086 -3.221 0.721
C -0.220 -1.639 -2.841
H -0.830 5.171 -6.142
H -2.267 0.376 2.309
C -4.400 4.243 2.289
H -5.620 4.247 4.251
H 6.985 -5.081 4.436
H 7.953 -6.754 5.925
C 8.174 -6.815 4.855
H -9.016 3.457 -0.072
H 2.853 3.890 -5.435
H -3.929 2.434 3.737
C 9.309 -8.493 3.633
C 1.014 -3.530 1.132
H 2.618 -5.372 0.301
O 8.241 -8.202 4.524
H 7.031 -7.055 0.932
H -3.576 0.545 -1.561
H -6.089 2.338 1.332
C -7.412 5.180 1.321
H 4.668 -2.578 2.286
C 4.253 -3.453 1.776
H -3.390 -1.664 -2.578
N -9.446 2.827 0.636
B -8.318 2.029 1.190
```

=====

Formula: C37H56GeHgN2Se
Source: the Open Molecules 2025 dataset
Level of theory: ωB97M-V/def2-TZVPD

Calculated values
Total charge = +1
HOMO energy (spin up / spin down) = -9.986 / -10.548 eV
Spin multiplicity = 2
Calculated total energy = -168290.1663 eV
LUMO level (spin up / spin down) = -2.943 / -4.620 eV

```
98
C37H56GeHgN2Se, DFT ωB97M-V/def2-TZVPD
C -1.846 -2.349 -2.025
H -0.902 -1.789 -3.877
H -4.385 -2.607 1.645
H 0.323 -4.111 -0.579
H 2.018 -0.844 2.306
H 3.459 1.683 -3.672
C -1.928 -3.687 -2.374
H 4.945 -0.470 -1.209
H -4.061 3.456 0.608
H -0.678 2.325 2.117
C -4.756 -0.422 -0.162
H 3.173 -6.595 0.025
H 3.097 -4.942 2.857
Ge 1.167 -5.643 1.309
C -2.365 -1.939 -0.784
H -3.004 3.246 -2.783
C -1.319 3.193 2.301
H -1.473 6.169 -2.179
C 3.344 1.470 0.769
H 3.519 3.885 2.534
H -1.947 -0.535 -3.188
H 4.788 0.135 1.687
H -0.900 3.761 3.130
C -1.217 6.183 -0.050
H -1.366 2.600 -2.729
C -3.170 1.611 -0.033
H -0.685 -7.171 2.179
H -2.574 -5.652 -1.808
H -3.022 -1.482 1.786
C 1.790 3.513 -2.694
H -5.459 0.200 -0.716
C -1.238 -1.328 -2.950
H -2.299 2.816 2.605
C -2.490 -4.615 -1.507
H -1.186 -6.384 0.675
H 1.529 -4.584 3.621
C -4.365 2.442 0.361
Se 0.409 -2.412 1.216
C 2.613 3.316 2.300
C 1.040 -3.955 0.229
C -1.704 4.210 -1.354
H 2.219 -7.887 0.762
H -1.564 -4.006 -3.344
H -1.041 7.250 0.004
H -0.377 -0.855 -2.465
H -2.834 -3.166 2.252
H -1.218 -5.483 2.200
H 4.192 -1.019 0.280
C 4.056 0.886 1.971
H 2.443 5.471 -0.533
H 0.769 4.943 -0.675
H -3.359 -4.934 0.422
C -3.358 0.129 -0.244
H 1.767 3.990 2.400
H -4.791 -1.432 -0.564
H 2.578 4.169 -3.078
C 3.044 0.934 -2.997
H -0.954 5.889 2.055
C 2.698 2.709 0.917
C -1.951 3.521 -2.671
C 2.158 -6.939 0.224
H 3.366 0.433 2.688
H 4.599 1.672 2.496
H -5.089 -0.453 0.879
H -5.080 2.492 -0.463
C 3.387 0.848 -0.484
H 1.497 5.118 0.905
H 2.883 -1.976 1.237
H -1.679 4.166 -3.506
C 2.080 -5.303 3.011
Hg 0.118 0.384 -0.320
C 2.109 -1.881 1.994
C -1.407 4.048 1.063
H 3.717 0.082 -3.005
C -1.724 3.465 -0.168
N -2.024 2.088 -0.247
C -2.866 -2.877 0.134
H 2.001 -3.687 -0.211
C 2.274 2.774 -1.468
H 2.089 0.604 -3.420
C -2.934 -4.209 -0.262
H 2.503 2.545 3.061
H 2.338 -2.508 2.852
C 3.998 -0.526 -0.668
C -1.464 5.576 -1.272
C 1.689 4.798 -0.113
C 2.873 1.516 -1.611
N -2.328 -0.561 -0.516
H 1.654 -7.118 -0.727
C 2.191 3.377 -0.203
C -0.671 -6.231 1.623
H 3.324 -1.168 -1.238
C -3.305 -2.500 1.527
H 1.509 2.830 -3.493
H -4.874 2.003 1.219
H 2.136 -6.242 3.565
H 0.926 4.138 -2.476
C -1.173 5.416 1.104
```

=====

Formula: C3H3NO
Source: the Open Molecules 2025 dataset
Level of theory: ωB97M-V/def2-TZVPD

Calculated values
HOMO energy = -8.639 eV
Calculated total energy = -6693.8077 eV
SMILES = C=NC=C=O
LUMO level = -0.065 eV

```
8
C3H3NO, DFT ωB97M-V/def2-TZVPD
H 1.847 -0.903 -0.583
C -0.925 0.476 -0.373
C 1.115 -0.178 -0.240
N 0.136 0.221 -1.102
H -1.746 1.136 -0.625
C -0.716 -0.268 0.831
O -1.175 -1.023 1.599
H 1.463 0.539 0.492
```